Model one:
A 13-piece molecular cluster, C52H143N13O13 overall. Source: OMol25; level of theory: ωB97M-V with the def2-TZVPD basis set.

Each line ends with the Mulliken charge.
Element x y z (Å)
C (3.859, 27.293, 20.987)  -1.432
C (2.664, 28.050, 21.531)  0.371
C (1.374, 27.915, 20.616)  0.286
O (1.523, 28.474, 19.320)  -0.449
C (0.326, 28.286, 18.570)  -0.349
N (2.386, 27.571, 22.891)  -0.554
H (3.652, 26.223, 21.012)  0.147
H (4.782, 27.530, 21.516)  0.442
H (4.049, 27.517, 19.937)  0.312
H (2.995, 29.086, 21.602)  0.379
H (0.443, 28.271, 21.057)  0.277
H (1.111, 26.859, 20.552)  -0.444
H (0.067, 27.229, 18.626)  0.007
H (0.400, 28.639, 17.541)  0.354
H (-0.588, 28.733, 18.961)  0.216
H (3.251, 27.656, 23.406)  0.247
H (1.801, 28.260, 23.341)  0.241
C (0.309, 18.735, 16.658)  -1.404
C (-0.043, 19.880, 15.661)  2.040
C (0.244, 19.538, 14.181)  -1.225
O (1.653, 19.282, 13.932)  -0.236
C (1.912, 18.783, 12.659)  -0.881
N (-1.409, 20.301, 15.855)  0.100
H (0.478, 19.092, 17.674)  0.056
H (1.263, 18.330, 16.320)  0.486
H (-0.414, 17.921, 16.589)  0.362
H (0.547, 20.761, 15.909)  -1.237
H (-0.233, 20.136, 13.404)  0.526
H (-0.220, 18.565, 14.018)  0.577
H (1.146, 18.047, 12.414)  0.339
H (2.853, 18.242, 12.556)  0.253
H (1.762, 19.645, 12.009)  0.331
H (-1.978, 19.623, 15.369)  0.351
H (-1.562, 20.153, 16.842)  -0.515
C (-7.854, 23.600, 18.457)  -1.269
C (-6.463, 23.113, 18.890)  2.547
C (-6.444, 23.023, 20.399)  -1.124
O (-5.261, 22.371, 20.820)  -0.356
C (-5.161, 22.022, 22.195)  -0.989
N (-6.147, 21.833, 18.241)  -0.776
H (-7.803, 24.671, 18.654)  -0.052
H (-8.664, 23.138, 19.021)  0.481
H (-8.019, 23.497, 17.384)  0.231
H (-5.716, 23.823, 18.537)  -1.157
H (-7.353, 22.646, 20.867)  0.534
H (-6.437, 24.003, 20.878)  0.421
H (-5.147, 22.962, 22.747)  0.313
H (-4.326, 21.400, 22.517)  0.297
H (-6.085, 21.522, 22.486)  0.338
H (-5.596, 22.036, 17.419)  0.208
H (-5.427, 21.471, 18.850)  -0.094
C (6.484, 22.014, 16.221)  -1.119
C (7.640, 21.996, 17.208)  0.478
C (9.104, 21.814, 16.717)  -0.824
O (9.189, 20.577, 16.065)  -0.367
C (9.477, 19.464, 16.878)  -0.705
N (7.481, 23.144, 18.153)  -0.599
H (6.315, 21.034, 15.774)  0.440
H (6.633, 22.719, 15.404)  0.394
H (5.507, 22.222, 16.658)  -0.002
H (7.466, 21.075, 17.764)  -0.025
H (9.837, 21.901, 17.519)  0.447
H (9.371, 22.547, 15.955)  0.366
H (9.840, 18.610, 16.307)  0.264
H (8.514, 19.198, 17.315)  0.276
H (10.324, 19.563, 17.556)  0.307
H (7.892, 23.960, 17.723)  0.209
H (8.192, 22.817, 18.792)  0.306
C (2.237, 26.321, 16.350)  -0.845
C (2.791, 25.518, 15.201)  0.268
C (2.868, 24.026, 15.512)  0.879
O (3.780, 23.427, 14.542)  -0.503
C (3.648, 21.989, 14.430)  -0.925
N (1.959, 25.711, 13.994)  -0.443
H (2.221, 27.387, 16.127)  0.483
H (2.741, 26.164, 17.304)  0.611
H (1.181, 26.137, 16.545)  -0.673
H (3.799, 25.903, 15.051)  0.369
H (1.910, 23.509, 15.489)  -0.288
H (3.374, 23.906, 16.470)  -0.112
H (4.515, 21.641, 13.870)  0.477
H (2.853, 21.800, 13.708)  0.367
H (3.546, 21.383, 15.331)  0.247
H (2.359, 25.029, 13.366)  0.472
H (1.089, 25.263, 14.240)  -0.078
C (0.156, 22.969, 17.637)  0.848
C (-0.022, 23.929, 18.838)  1.513
C (-1.428, 24.508, 18.931)  -1.890
O (-1.839, 25.250, 17.799)  0.585
C (-3.201, 25.525, 17.888)  0.299
N (0.247, 23.214, 20.092)  0.704
H (-0.533, 22.124, 17.639)  -0.745
H (1.156, 22.536, 17.633)  -0.301
H (-0.021, 23.482, 16.692)  -0.092
H (0.643, 24.778, 18.678)  -0.295
H (-1.590, 25.124, 19.815)  0.452
H (-2.096, 23.662, 19.087)  0.582
H (-3.852, 24.668, 17.716)  -0.248
H (-3.325, 26.199, 17.040)  -0.557
H (-3.429, 26.002, 18.842)  -0.005
H (1.065, 22.631, 19.985)  -0.575
H (-0.502, 22.589, 20.353)  -0.721
C (-2.620, 18.352, 19.231)  -1.507
C (-3.124, 19.550, 20.170)  -0.109
C (-2.149, 20.790, 20.301)  1.343
O (-0.802, 20.440, 20.652)  0.466
C (-0.577, 19.865, 21.924)  -1.364
N (-4.346, 19.961, 19.629)  -0.243
H (-3.422, 17.614, 19.210)  0.545
H (-1.676, 17.920, 19.563)  0.288
H (-2.640, 18.762, 18.221)  0.284
H (-3.257, 19.177, 21.186)  0.532
H (-2.427, 21.481, 21.097)  -0.229
H (-2.135, 21.260, 19.318)  -0.883
H (-0.866, 18.814, 21.914)  0.329
H (-1.034, 20.435, 22.732)  0.423
H (0.488, 19.933, 22.150)  0.206
H (-4.972, 19.174, 19.717)  0.189
H (-4.674, 20.803, 20.081)  0.282
C (-2.231, 27.829, 14.271)  -1.510
C (-1.078, 26.925, 14.143)  1.428
C (-1.637, 25.482, 13.912)  0.466
O (-0.544, 24.587, 13.799)  -0.432
C (-0.900, 23.328, 13.166)  -0.327
N (-0.265, 27.388, 12.995)  -0.619
H (-2.780, 28.006, 13.347)  0.567
H (-1.947, 28.796, 14.685)  0.585
H (-2.921, 27.305, 14.933)  -0.284
H (-0.389, 26.963, 14.987)  -0.809
H (-2.307, 25.510, 13.052)  0.511
H (-2.206, 25.093, 14.756)  -0.693
H (-1.222, 23.423, 12.129)  0.374
H (-1.718, 22.876, 13.727)  -0.010
H (-0.080, 22.626, 13.314)  -0.090
H (-0.572, 26.896, 12.169)  0.293
H (-0.759, 28.248, 12.805)  0.382
C (-2.277, 31.166, 17.514)  -0.986
C (-3.769, 30.728, 17.640)  0.730
C (-4.229, 30.299, 19.081)  -0.553
O (-3.503, 29.123, 19.248)  0.151
C (-3.771, 28.558, 20.571)  -0.169
N (-4.466, 31.921, 17.184)  -0.725
H (-1.721, 30.273, 17.796)  -0.112
H (-2.156, 32.084, 18.090)  0.476
H (-2.017, 31.327, 16.467)  0.351
H (-3.905, 29.936, 16.904)  -0.037
H (-5.291, 30.056, 19.128)  0.129
H (-3.904, 31.054, 19.797)  0.269
H (-3.198, 27.631, 20.543)  -0.292
H (-4.799, 28.227, 20.717)  -0.070
H (-3.479, 29.227, 21.381)  0.462
H (-4.234, 32.756, 17.703)  0.276
H (-5.442, 31.743, 17.376)  0.261
C (-5.775, 21.080, 14.782)  -1.631
C (-4.827, 22.359, 14.777)  0.509
C (-5.662, 23.651, 14.675)  -0.582
O (-4.739, 24.734, 14.525)  0.075
C (-5.402, 25.950, 14.310)  -0.717
N (-4.040, 22.325, 15.974)  0.875
H (-6.577, 21.128, 15.519)  0.321
H (-5.198, 20.176, 14.979)  0.361
H (-6.167, 21.009, 13.768)  0.496
H (-4.151, 22.330, 13.923)  0.456
H (-6.240, 23.742, 15.595)  -0.074
H (-6.365, 23.627, 13.844)  0.485
H (-4.827, 26.748, 13.841)  0.047
H (-5.643, 26.209, 15.342)  0.185
H (-6.261, 25.814, 13.654)  0.385
H (-3.346, 23.059, 15.971)  -0.633
H (-3.524, 21.459, 16.022)  -0.421
C (-2.533, 24.385, 22.910)  -0.886
C (-1.134, 24.588, 23.413)  0.343
C (-0.488, 23.280, 23.912)  0.198
O (-1.067, 22.718, 25.098)  -0.397
C (-0.814, 23.408, 26.369)  -0.762
N (-0.369, 25.245, 22.382)  0.027
H (-2.480, 23.677, 22.083)  -0.205
H (-2.853, 25.371, 22.573)  0.123
H (-3.171, 24.126, 23.754)  0.517
H (-1.192, 25.179, 24.327)  0.482
H (0.538, 23.527, 24.188)  0.515
H (-0.438, 22.637, 23.034)  -0.587
H (0.231, 23.294, 26.660)  0.290
H (-1.431, 22.941, 27.136)  0.284
H (-0.949, 24.490, 26.349)  0.310
H (0.594, 25.449, 22.608)  0.219
H (-0.238, 24.611, 21.607)  -0.578
C (3.584, 23.448, 21.698)  -1.032
C (4.550, 22.755, 20.819)  0.536
C (3.918, 21.928, 19.621)  0.023
O (2.874, 21.131, 20.186)  -0.398
C (2.374, 20.159, 19.330)  -0.609
N (5.452, 23.771, 20.221)  -0.670
H (2.904, 24.039, 21.084)  -0.308
H (4.081, 23.996, 22.498)  0.446
H (3.063, 22.622, 22.182)  0.387
H (5.142, 22.106, 21.465)  0.270
H (4.708, 21.294, 19.216)  0.558
H (3.525, 22.458, 18.754)  -0.240
H (1.836, 20.529, 18.457)  0.087
H (1.668, 19.545, 19.890)  0.136
H (3.156, 19.467, 19.017)  0.460
H (5.000, 24.362, 19.538)  0.152
H (6.165, 23.431, 19.592)  0.390
C (-7.988, 29.748, 21.342)  -1.364
C (-8.726, 28.428, 21.009)  0.274
C (-7.926, 27.435, 20.056)  -0.388
O (-7.633, 28.062, 18.776)  -0.439
C (-6.745, 27.386, 17.956)  -0.435
N (-9.231, 27.945, 22.270)  -0.738
H (-8.661, 30.407, 21.891)  0.447
H (-7.814, 30.374, 20.466)  0.273
H (-7.092, 29.562, 21.933)  0.267
H (-9.626, 28.699, 20.458)  0.240
H (-8.378, 26.453, 19.918)  0.306
H (-7.051, 27.165, 20.648)  0.254
H (-5.882, 27.198, 18.594)  0.062
H (-6.368, 28.033, 17.163)  0.293
H (-7.142, 26.477, 17.504)  0.421
H (-9.565, 27.001, 22.136)  0.239
H (-10.032, 28.497, 22.540)  0.288

Model two:
A 13-piece molecular cluster, C52H143N13O13 overall. Source: OMol25; level of theory: ωB97M-V with the def2-TZVPD basis set.

Each line ends with the Mulliken charge.
Element x y z (Å)
C (4.072, -4.976, 3.319)  -1.391
C (3.646, -3.588, 2.834)  0.761
C (4.640, -2.433, 3.103)  -1.103
O (4.213, -1.191, 2.414)  -0.296
C (3.230, -0.359, 3.091)  -0.671
N (3.554, -3.786, 1.369)  0.049
H (4.383, -4.892, 4.360)  0.471
H (4.994, -5.282, 2.825)  0.319
H (3.278, -5.719, 3.244)  0.192
H (2.660, -3.326, 3.218)  0.141
H (5.677, -2.666, 2.858)  0.281
H (4.679, -2.230, 4.174)  0.438
H (3.251, 0.633, 2.640)  -0.125
H (3.349, -0.430, 4.172)  0.646
H (2.217, -0.746, 2.973)  0.331
H (3.492, -2.915, 0.863)  -0.400
H (4.432, -4.181, 1.062)  0.355
C (-5.123, 2.448, -0.526)  -1.454
C (-3.796, 1.904, 0.065)  0.400
C (-3.718, 0.487, 0.544)  0.016
O (-4.516, 0.186, 1.684)  -0.527
C (-4.394, -1.217, 1.990)  -0.582
N (-2.771, 2.136, -0.903)  0.286
H (-5.411, 2.082, -1.511)  0.215
H (-5.000, 3.529, -0.460)  0.415
H (-5.950, 2.168, 0.127)  0.414
H (-3.424, 2.463, 0.923)  0.501
H (-2.659, 0.351, 0.763)  -0.429
H (-3.971, -0.101, -0.338)  0.513
H (-5.058, -1.374, 2.840)  0.432
H (-3.404, -1.665, 2.076)  0.149
H (-4.797, -1.777, 1.146)  0.229
H (-1.927, 1.658, -0.622)  -0.449
H (-3.182, 1.579, -1.639)  -0.117
C (-3.405, -3.649, -3.253)  -1.456
C (-4.037, -3.429, -4.655)  1.006
C (-4.740, -4.716, -5.158)  -0.974
O (-3.747, -5.627, -5.474)  -0.226
C (-4.202, -6.795, -6.099)  -0.842
N (-5.039, -2.341, -4.569)  -0.536
H (-4.202, -3.804, -2.527)  0.374
H (-2.827, -2.815, -2.855)  -0.158
H (-2.775, -4.528, -3.123)  0.511
H (-3.203, -3.093, -5.271)  0.073
H (-5.457, -4.599, -5.971)  0.490
H (-5.371, -5.087, -4.351)  0.384
H (-4.718, -6.507, -7.014)  0.341
H (-4.913, -7.385, -5.520)  0.316
H (-3.327, -7.425, -6.263)  0.219
H (-5.651, -2.573, -5.338)  0.285
H (-5.702, -2.514, -3.827)  0.231
C (3.882, -0.337, -2.771)  -1.276
C (4.465, -0.072, -1.380)  0.165
C (3.892, 1.236, -0.694)  0.536
O (4.306, 2.469, -1.242)  -0.389
C (5.655, 2.846, -1.135)  -0.775
N (4.165, -1.213, -0.568)  -0.312
H (2.798, -0.341, -2.659)  -0.035
H (4.148, -1.248, -3.308)  0.357
H (4.016, 0.485, -3.474)  0.457
H (5.530, 0.160, -1.391)  0.659
H (4.125, 1.361, 0.364)  0.412
H (2.808, 1.193, -0.799)  -0.709
H (5.813, 3.861, -1.499)  0.331
H (6.398, 2.186, -1.582)  0.272
H (5.897, 2.706, -0.081)  0.335
H (4.565, -1.224, 0.359)  0.276
H (3.174, -1.305, -0.396)  -0.168
C (-0.815, 4.950, -2.172)  -1.148
C (-1.503, 5.899, -1.169)  1.618
C (-1.529, 7.320, -1.585)  -1.155
O (-0.173, 7.766, -1.796)  -0.458
C (0.574, 7.920, -0.570)  -0.377
N (-2.812, 5.342, -0.939)  -0.675
H (0.207, 5.210, -2.446)  0.360
H (-1.463, 5.008, -3.047)  0.406
H (-0.860, 3.930, -1.791)  0.144
H (-1.002, 5.779, -0.209)  -0.788
H (-2.198, 7.755, -0.842)  0.413
H (-2.023, 7.406, -2.553)  0.462
H (1.383, 8.636, -0.717)  0.346
H (0.938, 6.985, -0.143)  0.087
H (-0.081, 8.275, 0.225)  0.203
H (-3.335, 5.510, -1.786)  0.276
H (-2.832, 4.341, -0.808)  0.131
C (-0.990, -1.578, -0.535)  -0.137
C (0.438, -1.043, -0.428)  0.625
C (0.677, 0.082, 0.614)  1.341
O (0.186, 1.269, 0.034)  -0.359
C (0.151, 2.361, 0.934)  0.026
N (1.331, -2.122, -0.041)  0.613
H (-1.615, -0.863, -1.070)  -0.724
H (-1.401, -1.785, 0.453)  0.030
H (-0.999, -2.434, -1.208)  0.462
H (0.770, -0.604, -1.369)  -0.375
H (1.728, 0.105, 0.903)  -0.567
H (0.181, -0.200, 1.543)  -0.496
H (0.997, 2.555, 1.593)  0.035
H (-0.713, 2.409, 1.597)  0.044
H (0.163, 3.346, 0.468)  0.017
H (1.131, -2.916, -0.632)  -0.534
H (1.130, -2.404, 0.908)  0.227
C (0.998, -3.049, -3.880)  -0.508
C (1.053, -4.543, -3.825)  0.292
C (1.822, -5.144, -5.007)  -1.066
O (1.621, -6.534, -4.929)  -0.332
C (2.825, -7.207, -4.642)  -0.705
N (1.532, -4.970, -2.558)  -0.249
H (0.459, -2.774, -4.786)  0.560
H (1.958, -2.536, -3.820)  0.135
H (0.400, -2.598, -3.088)  -0.357
H (0.041, -4.882, -4.049)  -0.056
H (2.848, -4.788, -4.919)  0.454
H (1.351, -4.831, -5.939)  0.399
H (2.619, -8.276, -4.691)  0.231
H (3.154, -6.920, -3.644)  0.318
H (3.625, -7.002, -5.354)  0.333
H (1.658, -5.972, -2.562)  -0.144
H (2.488, -4.675, -2.415)  0.260
C (-6.063, -4.381, 3.199)  -1.291
C (-6.141, -4.583, 1.624)  0.618
C (-4.863, -5.265, 1.043)  -0.853
O (-3.663, -4.514, 1.138)  -0.097
C (-2.523, -5.191, 0.718)  -0.731
N (-7.291, -5.429, 1.385)  -0.730
H (-5.095, -3.930, 3.414)  0.254
H (-6.098, -5.355, 3.686)  0.443
H (-6.831, -3.679, 3.524)  0.304
H (-6.314, -3.581, 1.231)  0.153
H (-5.072, -5.545, 0.011)  0.312
H (-4.712, -6.202, 1.579)  0.315
H (-1.721, -4.454, 0.759)  -0.059
H (-2.643, -5.667, -0.255)  0.324
H (-2.360, -5.934, 1.499)  0.475
H (-7.305, -5.707, 0.414)  0.254
H (-7.164, -6.295, 1.887)  0.314
C (1.916, 2.614, 4.829)  -0.211
C (0.934, 2.195, 5.948)  0.318
C (-0.023, 1.010, 5.552)  -0.779
O (-0.595, 1.353, 4.327)  -0.060
C (-1.601, 0.415, 3.871)  -1.074
N (1.652, 1.940, 7.183)  -0.733
H (1.343, 3.027, 3.999)  -0.173
H (2.554, 1.834, 4.412)  -0.282
H (2.692, 3.303, 5.162)  0.537
H (0.273, 3.055, 6.057)  0.164
H (-0.903, 0.880, 6.180)  0.486
H (0.484, 0.069, 5.339)  0.220
H (-2.245, -0.010, 4.642)  0.614
H (-1.236, -0.433, 3.293)  0.172
H (-2.206, 1.036, 3.210)  0.164
H (0.955, 1.675, 7.864)  0.283
H (2.053, 2.799, 7.532)  0.265
C (3.895, 8.367, 2.094)  -1.252
C (3.907, 7.477, 3.291)  1.773
C (4.413, 6.015, 3.084)  -1.031
O (3.636, 5.428, 2.051)  -0.183
C (3.979, 4.081, 1.860)  -0.515
N (4.451, 8.165, 4.453)  -0.744
H (4.865, 8.327, 1.599)  0.428
H (3.728, 9.427, 2.285)  0.362
H (3.168, 8.016, 1.361)  0.071
H (2.883, 7.242, 3.581)  -0.690
H (4.357, 5.334, 3.933)  0.299
H (5.468, 5.955, 2.817)  0.367
H (4.931, 4.125, 1.331)  0.297
H (3.304, 3.576, 1.169)  -0.062
H (4.067, 3.432, 2.731)  0.383
H (5.460, 8.218, 4.425)  0.263
H (4.326, 7.694, 5.338)  0.233
C (0.328, -7.503, 1.409)  -1.626
C (1.518, -6.676, 0.781)  1.440
C (2.045, -7.642, -0.330)  -1.459
O (3.272, -7.261, -0.935)  -0.115
C (4.440, -7.364, -0.062)  -0.658
N (1.139, -5.361, 0.382)  0.152
H (-0.263, -6.960, 2.147)  0.327
H (0.713, -8.444, 1.802)  0.484
H (-0.349, -7.733, 0.587)  0.338
H (2.314, -6.658, 1.525)  -0.470
H (1.390, -7.510, -1.191)  0.354
H (2.161, -8.682, -0.025)  0.533
H (4.431, -8.288, 0.516)  0.367
H (4.646, -6.559, 0.642)  0.051
H (5.364, -7.474, -0.629)  0.310
H (1.315, -5.215, -0.602)  0.295
H (1.759, -4.692, 0.817)  0.129
C (-1.464, -0.306, -4.019)  -0.099
C (-2.710, 0.394, -4.578)  0.385
C (-3.017, 0.116, -6.091)  -1.002
O (-1.931, 0.409, -6.890)  -0.421
C (-1.589, 1.788, -6.830)  -0.687
N (-3.859, 0.170, -3.695)  -0.242
H (-1.258, -0.090, -2.971)  -0.207
H (-0.613, 0.116, -4.554)  0.542
H (-1.383, -1.386, -4.140)  -0.359
H (-2.585, 1.473, -4.489)  0.466
H (-3.987, 0.471, -6.439)  0.569
H (-3.180, -0.946, -6.276)  0.041
H (-1.175, 2.205, -5.913)  0.243
H (-2.409, 2.337, -7.293)  0.335
H (-0.762, 1.991, -7.511)  0.274
H (-4.001, -0.830, -3.708)  -0.311
H (-4.684, 0.476, -4.192)  0.353
C (0.214, 10.469, 3.372)  -1.350
C (-0.574, 9.195, 3.369)  0.281
C (0.291, 7.914, 3.131)  -0.369
O (-0.417, 6.701, 2.950)  -0.476
C (0.359, 5.487, 2.890)  -0.549
N (-1.300, 9.079, 4.604)  -0.765
H (-0.389, 11.361, 3.543)  0.401
H (0.588, 10.523, 2.349)  0.294
H (1.097, 10.345, 3.998)  0.282
H (-1.207, 9.229, 2.482)  0.317
H (0.860, 7.683, 4.030)  0.524
H (1.034, 7.983, 2.337)  -0.085
H (0.903, 5.289, 3.814)  0.517
H (1.049, 5.440, 2.048)  0.006
H (-0.381, 4.701, 2.740)  0.310
H (-1.896, 8.297, 4.374)  0.295
H (-1.961, 9.843, 4.607)  0.298

Most stable to least stable, the ends of the list are model two and model one.